1.
C8H8FN | ωB97M-V/def2-TZVPD

## Properties
Energy relative to the best compared isomer or geometry (same formula, charge and spin), kcal/mol: 73.94
Max |F|, eV Å⁻¹: 5.27

Each line ends with the Löwdin charge.
Cartesian coordinates (Å):
F: -0.611 -1.138 -2.479  0.0378
N: -0.981 2.296 -3.327  0.0440
C: -0.272 1.034 0.415  -0.0714
C: 1.839 0.731 -0.760  -0.0594
C: -0.911 -0.116 -0.329  -0.2927
C: -0.821 1.396 -2.657  -0.1157
C: 1.226 0.043 -1.703  -0.0599
C: -0.205 -0.168 -1.590  -0.3228
C: -0.666 -1.273 0.737  -0.0242
C: 1.044 1.353 0.329  -0.0423
H: -1.100 1.495 0.940  0.1229
H: -1.318 -2.200 0.642  0.1009
H: 0.337 -1.581 0.778  0.0582
H: -0.918 -0.799 1.741  0.1003
H: 2.933 0.674 -0.733  0.1183
H: 1.533 2.170 0.866  0.1087
H: 1.797 -0.400 -2.515  0.1337
H: -2.006 -0.126 -0.511  0.1637

***

2.
C3H12N6O3Sn | ωB97M-V/def2-TZVPD

## Properties
Energy relative to the best compared isomer or geometry (same formula, charge and spin), kcal/mol: 171.05
Net charge: +2
Max |F|, eV Å⁻¹: 7.10

Each line ends with the Löwdin charge.
Cartesian coordinates (Å):
Sn: -0.139 4.380 -1.298  1.7472
O: -2.880 1.155 -2.154  0.0380
O: 1.975 0.603 -1.943  0.0310
O: 0.024 1.769 2.129  0.0305
N: 3.720 -0.382 -0.959  0.1616
N: 2.304 -1.615 -2.106  0.1608
N: 1.203 1.305 3.872  0.1850
N: -2.286 -1.000 -1.916  0.1750
N: -4.333 -0.391 -1.415  0.1775
N: -0.413 -0.039 3.384  0.1684
C: 0.311 1.050 3.021  -0.8165
C: 2.592 -0.364 -1.669  -0.7560
C: -3.134 0.010 -1.887  -0.7265
H: 4.321 -1.190 -0.878  0.1179
H: -2.497 -1.933 -1.591  0.1222
H: -1.254 -0.169 2.841  0.1140
H: 1.583 -1.895 -2.755  0.1137
H: 4.085 0.536 -0.745  0.1156
H: -0.134 -0.541 4.216  0.1137
H: -4.451 -1.390 -1.332  0.1134
H: 2.878 -2.323 -1.671  0.1047
H: -1.396 -0.863 -2.374  0.1156
H: 1.672 2.183 3.704  0.1310
H: -5.103 0.240 -1.242  0.1258
H: 1.350 0.864 4.768  0.1364